# 1
A molecular structure, C12H18Cl4O4W, computed with wB97M-V/def2-TZVPD.

The LUMO energy is -2.463 eV. For the gap between HOMO and LUMO, the calculation gives 5.99 eV. Its energy relative to the best compared isomer or geometry (same formula, charge and spin) is 0.00 kcal/mol. The HOMO energy comes out at -8.5 eV. For the max |F|, the calculation gives 3.58 eV Å⁻¹.

The geometry in ORCA input format:
```
! wB97M-V def2-TZVPD RIJCOSX def2/J DEFGRID3
* xyz 0 1
C 0.26 -1.46 -1.36
C 1.13 -0.35 -1.66
C 0.30 0.83 -1.73
C 2.54 -0.49 -2.13
C -1.07 0.41 -1.61
C -1.09 -0.98 -1.36
C -2.32 -1.82 -1.34
C 0.64 -2.90 -1.35
C 0.72 2.23 -1.97
C -2.26 1.27 -1.77
W 0.30 -0.02 0.47
Cl 2.04 1.49 0.70
Cl 1.97 -1.57 1.15
O -0.95 1.44 0.82
H 2.86 -1.53 -2.10
H 3.22 0.11 -1.52
H 2.60 -0.16 -3.17
H 1.73 2.43 -1.59
H 0.04 2.91 -1.45
H 0.68 2.48 -3.03
H -2.07 2.29 -1.42
H -3.10 0.87 -1.20
H -2.57 1.35 -2.83
H -3.11 -1.35 -0.75
H -2.12 -2.80 -0.92
H -2.71 -1.95 -2.36
H 1.66 -3.06 -0.99
H 0.56 -3.31 -2.36
H -0.01 -3.49 -0.69
H -1.54 1.16 1.55
O -1.00 -1.33 1.40
H -0.84 -1.15 2.35
Cl 2.24 0.72 5.75
C 0.72 1.55 5.35
Cl 0.95 3.19 4.72
C -0.01 0.65 4.25
O -1.03 0.15 4.76
O 0.56 0.57 3.14
H 0.09 1.61 6.24
*
```

=====

# 2
A molecular structure, C6H11O4Tl, computed with wB97M-V/def2-TZVPD.

The LUMO energy (alpha / beta) is -6.076 / -6.068 eV. For the gap between HOMO and LUMO (alpha / beta), the calculation gives 4.30 / 7.28 eV. The HOMO energy (alpha / beta) comes out at -10.4 / -13.4 eV. For the max |F|, the calculation gives 3.72 eV Å⁻¹.

The geometry in ORCA input format:
```
! wB97M-V def2-TZVPD RIJCOSX def2/J DEFGRID3
* xyz 1 2
H 0.78 -1.08 -0.47
C -0.36 -4.29 0.96
O 1.00 -3.97 1.17
C 1.63 -3.35 0.14
H -0.74 -4.76 1.87
H -0.94 -3.38 0.75
H -0.46 -5.00 0.11
H 1.53 -3.81 -0.85
H 2.63 -3.02 0.40
O -0.41 0.09 -1.81
C 0.38 -0.02 -0.76
C 0.77 1.04 -0.01
O 0.35 2.30 -0.46
C -0.42 3.11 0.44
C -1.17 4.12 -0.43
O -1.85 3.50 -1.47
Tl -0.96 1.94 -2.03
H 1.42 1.01 0.86
H 0.25 3.59 1.17
H -1.13 2.46 0.97
H -0.44 4.87 -0.80
H -1.86 4.67 0.24
*
```

=====

# 3
2 unconnected molecules or ions with the total composition H5NS, computed with wB97M-V/def2-TZVPD.

The SMILES is N.S. The LUMO energy is 0.892 eV. For the gap between HOMO and LUMO, the calculation gives 10.67 eV. Its energy relative to the best compared isomer or geometry (same formula, charge and spin) is 19.23 kcal/mol. The HOMO energy comes out at -9.8 eV. For the max |F|, the calculation gives 4.09 eV Å⁻¹.

The geometry in ORCA input format:
```
! wB97M-V def2-TZVPD RIJCOSX def2/J DEFGRID3
* xyz 0 1
S -5.82 -1.59 4.30
H -5.09 -0.53 4.97
N 3.95 0.38 -3.01
H 3.71 1.24 -2.50
H 4.90 0.64 -3.31
H 3.42 0.69 -3.83
H -5.06 -0.84 3.37
*
```

=====

# 4
11 unconnected molecules or ions with the total composition C32H74Cl2N10O10, computed with wB97M-V/def2-TZVPD.

The SMILES is CNC(C)=O.CNC(C)=O.CNC(C)=O.CNC(C)=O.CNC(C)=O.CNC(C)=O.CNC(C)=O.CNC(C)=O.CNC(C)=O.CNC(C)=O.ClCCCl. The LUMO energy is 0.080 eV. For the gap between HOMO and LUMO, the calculation gives 9.04 eV. Its energy relative to the best compared isomer or geometry (same formula, charge and spin) is 35.86 kcal/mol. The HOMO energy comes out at -9.0 eV. For the max |F|, the calculation gives 2.63 eV Å⁻¹.

The geometry in ORCA input format:
```
! wB97M-V def2-TZVPD RIJCOSX def2/J DEFGRID3
* xyz 0 1
C -1.03 -4.25 -6.82
C -0.79 -3.26 -5.69
O -0.14 -3.54 -4.70
N -1.43 -2.09 -5.84
C -1.52 -1.17 -4.72
H -2.04 -4.17 -7.22
H -0.85 -5.27 -6.49
H -0.30 -4.08 -7.62
H -2.06 -1.98 -6.61
H -1.83 -0.16 -4.98
H -0.57 -0.96 -4.23
H -2.10 -1.61 -3.91
C 6.63 -2.21 1.08
C 6.36 -1.43 -0.18
O 6.77 -1.84 -1.25
N 5.66 -0.27 -0.04
C 5.61 0.77 -1.00
H 6.57 -3.27 0.87
H 6.00 -1.91 1.92
H 7.65 -1.99 1.38
H 5.57 0.01 0.93
H 5.74 0.48 -2.05
H 6.44 1.48 -0.91
H 4.67 1.31 -0.98
C 1.51 4.07 -3.53
C 2.85 4.74 -3.36
O 3.84 4.04 -3.12
N 2.99 6.06 -3.56
C 4.26 6.76 -3.47
H 1.18 4.12 -4.56
H 0.79 4.58 -2.88
H 1.57 3.07 -3.11
H 2.10 6.53 -3.61
H 4.96 6.29 -2.79
H 4.07 7.71 -2.99
H 4.62 6.86 -4.49
C -4.33 -3.42 -2.75
C -4.65 -1.99 -2.29
O -5.16 -1.23 -3.08
N -4.24 -1.70 -1.04
C -4.47 -0.34 -0.57
H -4.76 -3.71 -3.70
H -4.50 -4.19 -2.01
H -3.26 -3.32 -2.99
H -3.48 -2.22 -0.65
H -5.53 -0.09 -0.57
H -4.21 0.34 -1.40
H -3.94 -0.06 0.33
C -1.98 2.85 -0.87
C -2.23 2.72 -2.34
O -1.92 1.73 -2.99
N -2.80 3.81 -2.93
C -3.03 3.97 -4.34
H -2.76 3.48 -0.43
H -0.96 2.96 -0.53
H -2.26 1.91 -0.38
H -2.99 4.60 -2.34
H -3.98 4.49 -4.46
H -3.16 3.02 -4.85
H -2.28 4.58 -4.83
C 1.99 -1.36 3.63
C 2.76 -0.44 4.55
O 3.95 -0.26 4.35
N 2.03 0.25 5.44
C 2.50 1.10 6.50
H 2.25 -1.31 2.57
H 0.90 -1.29 3.68
H 2.19 -2.39 3.93
H 1.03 0.13 5.44
H 3.38 1.69 6.24
H 2.66 0.58 7.45
H 1.75 1.86 6.74
C -2.46 0.73 3.09
C -2.78 2.19 2.82
O -3.51 2.43 1.87
N -2.33 3.10 3.70
C -2.69 4.50 3.61
H -1.70 0.54 3.86
H -2.01 0.37 2.17
H -3.34 0.19 3.43
H -1.70 2.82 4.42
H -3.26 4.82 4.48
H -3.39 4.67 2.79
H -1.79 5.10 3.45
C 3.36 2.34 1.95
C 2.00 2.99 1.78
O 1.06 2.59 2.44
N 1.98 4.10 1.01
C 3.10 4.84 0.47
H 3.32 1.33 1.52
H 3.58 2.04 2.98
H 4.17 2.92 1.54
H 1.09 4.56 0.94
H 3.78 5.22 1.23
H 2.62 5.70 -0.01
H 3.69 4.38 -0.33
C -5.02 -5.36 1.95
C -4.47 -3.93 1.99
O -5.27 -3.00 2.04
N -3.14 -3.80 2.19
C -2.60 -2.48 2.48
H -5.47 -5.46 0.96
H -5.72 -5.43 2.78
H -4.23 -6.11 2.02
H -2.52 -4.56 2.02
H -1.67 -2.52 3.04
H -3.28 -2.01 3.20
H -2.67 -1.84 1.61
C -0.87 -7.32 2.78
C -0.28 -5.91 2.92
O -0.53 -5.19 3.86
N 0.41 -5.50 1.81
C 0.79 -4.14 1.58
H -0.34 -7.97 3.48
H -0.81 -7.76 1.79
H -1.92 -7.24 3.06
H 0.59 -6.26 1.18
H 0.47 -3.43 2.33
H 0.45 -3.85 0.58
H 1.85 -3.93 1.36
Cl 1.61 -0.88 -2.28
C 1.39 0.20 -0.86
C -0.08 0.19 -0.53
Cl -0.69 -1.42 -0.05
H 1.80 1.17 -1.13
H 2.07 -0.29 -0.16
H -0.62 0.47 -1.44
H -0.30 0.93 0.25
*
```

=====

# 5
A gas-phase ion, NO6S (charge -1), computed with wB97M-V/def2-TZVPD.

The SMILES is O=[N+]([O-])OS(=O)(=O)[O-]. The LUMO energy is 4.033 eV. For the gap between HOMO and LUMO, the calculation gives 10.22 eV. Its energy relative to the best compared isomer or geometry (same formula, charge and spin) is 6.39 kcal/mol. The HOMO energy comes out at -6.2 eV. For the max |F|, the calculation gives 3.08 eV Å⁻¹.

The geometry in ORCA input format:
```
! wB97M-V def2-TZVPD RIJCOSX def2/J DEFGRID3
* xyz -1 1
N 0.77 -0.15 -1.01
O 1.39 0.84 -0.65
O -1.51 0.74 -0.02
O 0.61 -0.54 -2.13
O 0.17 0.96 1.77
O -1.49 -0.84 1.80
O 0.33 -0.90 -0.05
S -0.76 0.12 1.03
*
```

=====

# 6
A molecular structure, C29H56AsAuN4O5Si2Te, computed with wB97M-V/def2-TZVPD.

The LUMO energy (alpha / beta) is -7.193 / -7.193 eV. For the gap between HOMO and LUMO (alpha / beta), the calculation gives 6.60 / 6.60 eV. Its energy relative to the best compared isomer or geometry (same formula, charge and spin) is 0.00 kcal/mol. The HOMO energy (alpha / beta) comes out at -13.8 / -13.8 eV. For the max |F|, the calculation gives 0.50 eV Å⁻¹.

The geometry in ORCA input format:
```
! wB97M-V def2-TZVPD RIJCOSX def2/J DEFGRID3
* xyz 2 1
Au -0.04 -0.34 0.33
C 4.73 -1.67 2.41
C 5.06 -1.80 0.93
C 4.33 -0.77 0.05
C 4.77 -0.92 -1.43
C 4.08 0.05 -2.38
C 4.75 0.61 0.50
O 5.90 0.97 0.52
N 3.74 1.46 0.91
C 2.39 1.22 0.90
O 1.61 2.05 1.31
N 1.96 -0.02 0.43
C 2.84 -1.01 0.13
O 2.43 -2.15 -0.12
H 5.21 -2.46 2.98
H 3.65 -1.76 2.59
H 5.06 -0.72 2.82
H 4.81 -2.79 0.55
H 6.13 -1.64 0.77
H 4.58 -1.95 -1.72
H 5.84 -0.76 -1.44
H 2.99 -0.07 -2.37
H 4.42 -0.12 -3.40
H 4.31 1.09 -2.14
H 4.02 2.37 1.26
C 0.58 7.39 -1.89
C 1.10 5.98 -2.12
N 0.29 5.21 -3.05
C 0.28 5.64 -4.46
C -1.03 6.30 -4.85
C -0.39 4.10 -2.75
O -0.95 3.38 -3.58
C -0.54 3.65 -1.32
C -1.04 4.39 -0.27
C -1.32 3.76 0.94
C -1.10 2.40 1.05
N -0.61 1.69 0.03
C -0.32 2.29 -1.11
H 1.20 7.90 -1.15
H -0.45 7.38 -1.53
H 0.61 7.97 -2.81
H 1.17 5.43 -1.18
H 2.12 6.02 -2.52
H 0.47 4.77 -5.08
H 1.12 6.33 -4.58
H -1.85 5.60 -4.75
H -0.98 6.61 -5.90
H -1.23 7.18 -4.25
H -1.24 5.45 -0.39
H -1.73 4.31 1.77
H -1.33 1.86 1.96
H 0.05 1.68 -1.92
C -4.62 -1.62 -0.60
As -2.98 -0.81 -1.16
C -3.40 0.86 -2.00
C -2.04 -1.93 -2.40
O -2.06 -0.58 0.28
H -4.93 -2.35 -1.35
H -5.38 -0.85 -0.50
H -4.47 -2.11 0.36
H -4.14 0.66 -2.77
H -2.52 1.31 -2.46
H -3.82 1.53 -1.25
H -2.70 -2.71 -2.77
H -1.18 -2.38 -1.90
H -1.69 -1.32 -3.24
C -1.80 -1.79 3.81
Si -2.18 -3.48 3.10
C -4.00 -3.91 3.12
C -1.13 -4.84 3.85
C -1.68 -3.36 1.25
Te 0.38 -2.88 1.06
C 0.81 -4.40 -0.34
Si 2.51 -5.31 -0.20
C 3.21 -5.01 1.51
C 3.61 -4.77 -1.61
C 2.07 -7.11 -0.38
H -2.25 -1.65 4.79
H -2.20 -1.01 3.15
H -0.73 -1.63 3.92
H -4.32 -4.21 4.12
H -4.21 -4.74 2.45
H -4.62 -3.06 2.83
H -1.30 -4.91 4.93
H -0.06 -4.67 3.71
H -1.38 -5.80 3.42
H -2.27 -2.57 0.81
H -1.84 -4.29 0.71
H 0.68 -3.98 -1.34
H 0.00 -5.11 -0.16
H 3.27 -3.96 1.79
H 4.22 -5.41 1.58
H 2.61 -5.53 2.26
H 3.45 -3.72 -1.87
H 3.40 -5.37 -2.49
H 4.66 -4.90 -1.37
H 1.39 -7.45 0.40
H 2.97 -7.72 -0.31
H 1.61 -7.33 -1.34
*
```

=====

# 7
C2H3Cl3O in the gas phase, computed with wB97M-V/def2-TZVPD.

The SMILES is OCC(Cl)(Cl)Cl. The LUMO energy is 0.434 eV. For the gap between HOMO and LUMO, the calculation gives 11.47 eV. Its energy relative to the best compared isomer or geometry (same formula, charge and spin) is 9.09 kcal/mol. The HOMO energy comes out at -11.0 eV. For the max |F|, the calculation gives 1.95 eV Å⁻¹.

The geometry in ORCA input format:
```
! wB97M-V def2-TZVPD RIJCOSX def2/J DEFGRID3
* xyz 0 1
C -0.26 0.11 0.69
C 0.65 -0.03 -0.54
H -1.91 -0.42 -0.16
H 0.10 0.94 1.25
H -0.20 -0.76 1.31
O -1.53 0.37 0.28
Cl 0.03 -1.36 -1.52
Cl 0.79 1.59 -1.35
Cl 2.33 -0.43 0.04
*
```